No. 1
{
  "formula": "C39H58FMgN6O5Sb2Se4Si3",
  "method": "ωB97M-V/def2-TZVPD",
  "homo_ha": -0.140,
  "lumo_energy_ev": 0.5403,
  "spin_multiplicity": 1,
  "fmax_ev_per_a": 2.95,
  "gap_ev": 4.3,
  "e_tot_ha": -13480.4449,
  "charge": -1,
  "symbols": ["Mg", "F", "C", "C", "C", "C", "O", "C", "C", "N", "C", "C", "C", "C", "C", "C", "N", "C", "C", "N", "C", "C", "C", "O", "O", "H", "H", "H", "H", "H", "H", "H", "H", "H", "H", "H", "H", "H", "H", "H", "H", "H", "H", "C", "Sb", "C", "C", "C", "C", "C", "C", "N", "Si", "C", "C", "C", "C", "C", "C", "C", "C", "C", "N", "Si", "C", "C", "C", "Si", "C", "C", "C", "H", "H", "H", "H", "H", "H", "H", "H", "H", "H", "H", "H", "H", "H", "H", "H", "H", "H", "H", "H", "H", "H", "H", "H", "H", "H", "H", "H", "H", "H", "H", "H", "H", "H", "H", "H", "H", "H", "O", "N", "O", "H", "H", "Se", "Sb", "Se", "Se", "Se"],
  "positions_angstrom": [[0.46555, -1.05763, -0.77128], [-1.83033, 4.11777, 3.31044], [-1.00096, 3.09717, 3.63379], [-0.90333, 2.06071, 2.76001], [-0.14254, 0.92618, 3.06863], [0.11404, -0.09579, 2.06328], [-0.16695, 0.12406, 0.86452], [0.66881, -1.31630, 2.56907], [1.08599, -1.37255, 3.85975], [1.03254, -0.33397, 4.73257], [1.62310, -0.46412, 6.04510], [2.90918, -1.21293, 6.20787], [2.89247, 0.27724, 6.34868], [0.41266, 0.84356, 4.34770], [0.35676, 1.95420, 5.20034], [-0.26109, 3.14258, 4.83163], [-0.18593, 4.31637, 5.60431], [-0.14420, 5.59309, 4.87036], [1.06774, 5.62419, 3.97563], [2.32830, 5.37175, 4.73481], [2.26296, 4.40232, 5.87907], [0.89750, 4.37427, 6.58114], [0.89538, -2.55519, 1.70298], [0.85296, -3.65128, 2.25725], [1.11994, -2.31606, 0.46970], [-1.44977, 2.09547, 1.82676], [1.49792, -2.30150, 4.22852], [0.88247, -0.57179, 6.82941], [3.38500, -1.61577, 5.32330], [3.02114, -1.82537, 7.09122], [3.32635, 0.84124, 5.52846], [3.01620, 0.72444, 7.32801], [0.84150, 1.87360, 6.15950], [-0.11266, 6.39416, 5.61054], [-1.03739, 5.74207, 4.27846], [1.17788, 6.56052, 3.44367], [0.99018, 4.84292, 3.22364], [2.74231, 6.25443, 5.01322], [2.98514, 4.90399, 4.01091], [3.05463, 4.64673, 6.58618], [2.48465, 3.42961, 5.44892], [0.75279, 5.28114, 7.16780], [0.84923, 3.53636, 7.27561], [-1.08541, -2.75954, -5.06678], [-0.47562, -1.07420, -3.83509], [1.06112, -2.02588, -2.65865], [0.91008, -3.43816, -2.28904], [2.00969, -4.17467, -1.77496], [1.86720, -5.49704, -1.43467], [0.63631, -6.12278, -1.62391], [-0.38761, -5.35392, -2.13236], [-0.27639, -4.06144, -2.45119], [2.69805, -1.58842, -3.44962], [4.24843, -1.58921, -2.35493], [3.01060, -2.90518, -4.78700], [2.71625, 0.05164, -4.38796], [-2.50037, -0.57886, -2.78911], [-2.34856, -0.65835, -1.30744], [-2.98182, 0.21036, -0.39955], [-3.15210, -0.18151, 0.91367], [-2.69620, -1.43214, 1.32389], [-1.91682, -2.14217, 0.43054], [-1.68660, -1.73814, -0.82967], [-3.91281, -1.83055, -3.12169], [-3.52207, -3.55943, -2.50914], [-4.45747, -1.88750, -4.92933], [-5.45901, -1.30563, -2.15322], [-2.86812, 1.13721, -3.49660], [-2.81326, 1.13912, -5.38672], [-1.59275, 2.40221, -2.92412], [-4.59496, 1.84908, -3.14175], [-0.19800, -3.36149, -5.26316], [-1.45173, -2.35514, -6.01640], [-1.84860, -3.38306, -4.60642], [2.95734, -3.67542, -1.63110], [2.70439, -6.04727, -1.01940], [0.48295, -7.16511, -1.37461], [-1.36637, -5.79910, -2.30598], [4.12489, -2.07091, -1.38057], [4.59826, -0.56648, -2.19095], [5.05634, -2.12003, -2.86999], [3.09301, -3.90528, -4.34934], [3.93987, -2.69646, -5.33027], [2.18684, -2.92277, -5.50823], [2.29762, 0.86554, -3.79381], [2.15221, -0.01611, -5.32115], [3.75063, 0.32212, -4.62723], [-3.37131, 1.15782, -0.74790], [-3.66617, 0.46715, 1.61451], [-2.88839, -1.80592, 2.31974], [-1.45204, -3.08288, 0.71248], [-2.44092, -3.69030, -2.45091], [-3.94025, -4.32906, -3.16662], [-3.93125, -3.71008, -1.50499], [-3.61503, -1.89529, -5.62476], [-5.10048, -1.03714, -5.17682], [-5.03956, -2.79977, -5.09259], [-5.20656, -1.07100, -1.11566], [-6.18301, -2.12691, -2.14202], [-5.95091, -0.42939, -2.58483], [-1.83258, 0.83994, -5.76251], [-3.02578, 2.14848, -5.75382], [-3.56114, 0.46637, -5.81754], [-0.60087, 2.11658, -3.28113], [-1.53950, 2.47347, -1.83129], [-1.82406, 3.39823, -3.31169], [-5.34279, 1.36542, -3.77826], [-4.59593, 2.91698, -3.38251], [-4.92308, 1.74170, -2.10401], [0.85019, 0.60696, -1.82195], [1.66875, 1.56483, -1.66972], [2.90256, -0.17807, 0.38327], [3.48434, -0.37995, -0.36303], [3.02981, -0.89135, 1.01740], [4.93512, 3.16073, 1.62816], [4.15746, 3.45259, -0.74214], [1.61303, 2.81373, -0.42027], [4.28457, 5.89972, -1.05781], [5.43824, 2.18657, -2.33727]]
}



No. 2
{
  "formula": "C39H59BiF3GeN4O4S2",
  "method": "ωB97M-V/def2-TZVPD",
  "homo_ha": [-0.286, -0.286],
  "lumo_energy_ev": [0.2016, -1.8316],
  "spin_multiplicity": 2,
  "fmax_ev_per_a": 0.45,
  "gap_ev": [8.0, 5.9],
  "e_tot_ha": -5429.0722,
  "charge": 0,
  "symbols": ["Bi", "C", "C", "C", "C", "O", "Ge", "O", "C", "C", "C", "C", "O", "C", "C", "C", "C", "H", "H", "H", "H", "H", "H", "H", "H", "H", "H", "H", "H", "H", "H", "H", "H", "H", "H", "H", "H", "H", "H", "H", "H", "H", "H", "H", "C", "C", "C", "C", "C", "C", "C", "C", "C", "C", "C", "C", "N", "C", "C", "C", "C", "C", "N", "C", "C", "C", "C", "H", "H", "H", "H", "H", "H", "H", "H", "H", "H", "H", "H", "H", "H", "H", "H", "H", "H", "H", "H", "H", "H", "H", "H", "H", "H", "H", "H", "H", "F", "C", "F", "F", "C", "C", "C", "C", "N", "C", "S", "H", "H", "H", "O", "S", "N"],
  "positions_angstrom": [[-0.47616, -0.19166, 0.30310], [1.28000, 3.88268, 1.04986], [2.53436, 3.03275, 1.16806], [2.95644, 2.88552, 2.62535], [3.66477, 3.63894, 0.34906], [2.18617, 1.74168, 0.61945], [3.22143, 0.29137, 0.62795], [3.17439, -0.36175, -1.01324], [4.10137, -0.07040, -2.07508], [4.18578, 1.43375, -2.28960], [5.46314, -0.65528, -1.72484], [3.52100, -0.75312, -3.30347], [2.10166, -0.80856, 1.48623], [2.50810, -2.07516, 2.06382], [2.85441, -3.04989, 0.94684], [1.30971, -2.55143, 2.86934], [3.69464, -1.84624, 2.99126], [1.47084, 4.89340, 1.41545], [0.46532, 3.45601, 1.63612], [0.95951, 3.93894, 0.00924], [3.13743, 3.86610, 3.06980], [3.88224, 2.30634, 2.70655], [2.18210, 2.38349, 3.20419], [3.90507, 4.63809, 0.71725], [3.37872, 3.71367, -0.70064], [4.57016, 3.02916, 0.42492], [4.65832, 1.92662, -1.43528], [3.18517, 1.84899, -2.42256], [4.78146, 1.66220, -3.17538], [5.87660, -0.17158, -0.83450], [6.16875, -0.50823, -2.54451], [5.37423, -1.72549, -1.53270], [2.54562, -0.32623, -3.54243], [3.39611, -1.82202, -3.12864], [4.17954, -0.60908, -4.16184], [2.04626, -3.09307, 0.21560], [3.02608, -4.04940, 1.35234], [3.76203, -2.73567, 0.42551], [0.42043, -2.62986, 2.24390], [1.10157, -1.85493, 3.68168], [1.50640, -3.53630, 3.29644], [4.58024, -1.53527, 2.42831], [3.94711, -2.76587, 3.52213], [3.45625, -1.07471, 3.72650], [-3.10117, 4.36038, -1.18245], [-3.32705, 3.36442, -0.04977], [-4.82065, 3.20085, 0.24726], [-2.58118, 3.71983, 1.21974], [-2.48230, 5.03936, 1.63902], [-1.86570, 5.36148, 2.83754], [-1.34512, 4.35289, 3.62474], [-1.42210, 3.01083, 3.24985], [-0.79984, 2.01449, 4.22297], [-0.09998, 0.79072, 3.63246], [-1.79480, 1.58546, 5.30664], [-2.05445, 2.70776, 2.03699], [-2.14099, 1.35650, 1.58636], [-3.00896, 0.59631, 2.15737], [-3.13904, -0.80668, 1.95903], [-4.14102, -1.57329, 2.54296], [-3.95706, -2.87139, 2.07646], [-2.84552, -2.85473, 1.22454], [-2.32996, -1.59366, 1.14753], [-2.36496, -4.04877, 0.41748], [-3.14328, -5.30492, 0.82484], [-2.63918, -3.79301, -1.07065], [-0.87893, -4.33529, 0.64285], [-3.60021, 4.01217, -2.08913], [-2.03906, 4.47553, -1.40291], [-3.51650, 5.34314, -0.94915], [-2.95391, 2.39486, -0.37408], [-5.25062, 4.14401, 0.59405], [-4.99197, 2.45071, 1.02267], [-5.35966, 2.89040, -0.65120], [-2.89331, 5.82743, 1.02103], [-1.78849, 6.39435, 3.15298], [-0.85114, 4.60177, 4.55812], [-0.01810, 2.59100, 4.72704], [-0.79569, -0.01271, 3.38267], [0.59600, 0.38876, 4.37327], [0.48419, 1.03638, 2.74350], [-2.58121, 0.95456, 4.88778], [-2.26650, 2.44967, 5.77594], [-1.28796, 1.00648, 6.08208], [-3.71914, 1.02560, 2.86984], [-4.90080, -1.20877, 3.21865], [-4.55423, -3.73296, 2.32183], [-4.20625, -5.21747, 0.59228], [-3.03735, -5.51396, 1.89094], [-2.75035, -6.16150, 0.27359], [-3.71145, -3.66828, -1.24298], [-2.28972, -4.63501, -1.67272], [-2.12915, -2.89578, -1.41384], [-0.70084, -4.62169, 1.68239], [-0.25678, -3.48065, 0.39097], [-0.56296, -5.16325, 0.00292], [-2.91714, 2.70988, -5.17013], [-1.91592, 2.21942, -4.40875], [-1.21873, 3.26800, -3.96507], [-1.11064, 1.52290, -5.23247], [-2.46111, 1.34032, -3.31349], [-3.70631, 0.76491, -3.49688], [-4.22957, -0.10502, -2.55142], [-3.45478, -0.40068, -1.45003], [-2.24992, 0.13954, -1.27942], [-1.72634, 1.02417, -2.15860], [-0.18349, 1.64479, -1.68991], [-4.27223, 1.00529, -4.38710], [-5.20434, -0.55377, -2.67249], [-3.77896, -1.08596, -0.67664], [0.78039, -3.07978, -3.14985], [0.26640, -1.84901, -2.57236], [0.14539, -1.78345, -1.09953]]
}



Look up the charge of the second one.
0